# C4H13N3O

A cluster of 2 separate species, C4H13N3O in total in a non-equilibrium geometry (wB97M-V/def2-TZVPD, the Open Molecules 2025 dataset).

The calculation puts the energy above the lowest of the compared OMol25 structures with the same formula, charge and spin at 94.99 kcal/mol. The calculation puts the HOMO-LUMO gap at 8.32 eV. As for the HOMO energy: -7.64 eV. The SMILES is C[NH2+]C[O-].N/C=C/N.

ORCA input file:
```
! RIJCOSX wB97M-V def2-TZVPD def2/J DEFGRID3
* xyz 0 1
C 0.28 -1.02 2.01
C -0.82 -1.20 1.24
N -1.27 -2.35 0.57
N 1.14 0.12 1.80
H 0.58 -1.74 2.77
H -1.38 -0.31 0.98
H -1.05 -2.14 -0.43
H -0.73 -3.15 0.87
H 2.11 -0.15 1.81
H 1.04 0.77 2.58
H 0.39 0.54 0.09
C 0.54 2.19 -1.14
N 0.51 0.75 -0.92
C -0.88 0.03 -1.73
O -0.71 -1.21 -1.87
H 0.73 2.40 -2.19
H 1.25 2.73 -0.53
H -0.47 2.54 -0.91
H 1.23 0.17 -1.33
H -0.83 0.67 -2.64
H -1.67 0.38 -1.03
*
```